1.
Formula: C39H89NO13
Source: OMol25
Level of theory: the ωB97M-V functional and the def2-TZVPD basis

Each line ends with the Mulliken charge.
Positions of all 142 atoms, in Å:
O: -2.137 0.348 -6.096  -0.4096
O: 0.942 -3.121 -3.347  -0.5908
O: 4.488 5.997 -2.014  -0.3367
O: 6.338 3.878 -1.152  -0.3237
O: -0.628 5.662 3.902  -0.2800
O: 5.980 -1.818 -0.760  -0.1244
O: 8.478 -0.342 -0.277  -0.3979
O: -2.932 -1.500 -3.952  -0.3847
O: -2.236 1.606 6.456  -0.2399
O: -7.997 -0.405 -8.785  -0.3909
O: -8.105 -1.721 -6.155  -0.4041
O: -0.081 7.075 1.381  -0.3618
O: -2.658 3.072 8.971  -0.3918
N: 1.426 -4.862 -1.679  -0.4030
C: -2.160 -4.523 2.687  -0.4462
C: 0.591 -6.879 0.687  -0.7414
C: 6.768 -1.949 0.421  -0.4781
C: -1.153 -1.090 2.818  -0.6405
C: 0.134 4.606 3.329  -0.9160
C: -0.897 -4.940 1.802  0.8726
C: 0.033 6.922 3.823  -0.5250
C: 3.017 -3.673 -0.310  -0.6033
C: 4.315 4.616 -2.320  -0.5974
C: -2.862 -3.140 2.278  -0.9967
C: -1.963 1.991 9.578  -0.6845
C: -9.158 -0.439 -7.958  -0.4432
C: -2.471 3.011 6.529  -0.2696
C: 6.713 4.788 -0.127  -0.8801
C: 1.494 -3.485 -2.277  0.3987
C: 4.924 3.712 -1.248  -0.3035
C: 7.535 -0.666 0.742  -0.5163
C: -1.965 3.606 7.844  -0.4619
C: -7.633 -1.690 -9.273  -0.7451
C: 1.822 -5.855 0.774  -0.6768
C: 5.629 6.562 -2.649  -0.7312
C: -0.950 -1.747 4.259  -0.2800
C: 7.966 0.593 -1.218  -0.5928
C: 6.643 -2.311 -1.918  -1.0094
C: -3.364 0.840 6.861  -0.8957
C: -1.580 -1.945 -3.997  -0.7060
C: -3.041 -0.082 -3.861  -0.5808
C: 2.420 -2.561 -1.310  -0.4259
C: 1.700 -4.617 -0.231  1.4122
C: -3.250 0.563 -5.232  0.0095
C: 0.293 -2.751 4.399  -0.5004
C: -8.800 -0.516 -6.473  -0.4551
C: -0.645 -6.513 1.671  -0.9636
C: 1.565 -2.400 3.488  -0.8187
C: -1.894 -1.999 1.716  0.2014
C: -0.417 7.728 2.603  -0.4923
C: -1.157 6.309 0.856  -0.7010
C: -6.694 -1.552 -6.146  -0.9321
C: -2.317 -0.771 -6.955  -0.7246
H: -8.237 -1.931 -10.153  0.3209
H: -6.582 -1.657 -9.565  0.2507
H: -0.546 3.787 3.089  0.2240
H: -2.681 1.414 10.167  0.2529
H: -3.920 0.131 -3.243  0.4196
H: 4.745 2.670 -1.533  0.2773
H: 6.715 4.275 0.840  0.3035
H: -1.917 3.470 5.708  0.1206
H: 3.882 -4.241 -0.797  0.2708
H: -9.729 -0.524 -5.894  0.3817
H: -0.743 5.574 0.162  0.2392
H: -1.489 7.940 2.644  0.3195
H: 2.427 -3.070 3.864  0.3474
H: -2.160 4.683 7.832  0.3596
H: 7.446 -2.806 0.337  0.3649
H: 0.283 -7.003 -0.402  0.3745
H: 1.950 -5.398 1.827  0.1007
H: -3.708 -3.348 1.519  0.3666
H: -1.844 6.962 0.310  0.3250
H: -4.065 0.753 6.025  0.3038
H: 5.377 6.835 -3.678  0.3236
H: -9.813 -1.266 -8.250  0.3084
H: 3.239 4.430 -2.356  0.3772
H: 4.726 4.388 -3.310  0.3244
H: -3.410 -2.756 3.221  0.2942
H: -0.236 7.481 4.722  0.3641
H: -0.886 3.462 7.952  0.3128
H: -2.167 0.339 -3.356  0.3410
H: -1.113 -4.559 0.730  0.1667
H: 8.563 0.517 -2.131  0.3090
H: 6.921 0.404 -1.474  0.1985
H: 0.653 -2.667 5.496  0.4159
H: 3.260 -3.332 0.755  0.1702
H: 0.871 4.252 4.056  0.3011
H: 0.983 -7.898 1.047  0.3013
H: -3.885 1.272 7.718  0.4425
H: -4.173 0.206 -5.701  -0.1041
H: 6.078 -2.152 1.244  0.3131
H: -1.504 1.323 8.845  0.2484
H: -7.762 -2.478 -8.528  0.3282
H: -3.343 1.643 -5.095  0.3714
H: 7.708 -2.071 -1.929  0.4367
H: 6.522 -3.397 -1.974  0.3257
H: -1.580 -6.960 1.158  0.2868
H: 8.060 1.608 -0.819  0.2703
H: 0.880 -3.857 0.044  -0.9051
H: -0.947 -1.303 -4.613  0.3776
H: -1.334 -1.095 -7.300  0.2658
H: 1.120 6.786 3.827  0.3535
H: 1.387 -2.650 2.390  -0.0707
H: -3.018 -0.158 7.135  0.2473
H: -6.342 -0.909 -6.957  0.3783
H: -2.805 -1.611 -6.457  0.3053
H: -8.218 0.356 -6.161  0.2917
H: -0.515 -7.027 2.680  0.3179
H: 2.815 -6.386 0.540  0.4667
H: -0.734 -0.870 4.984  0.2778
H: 6.050 5.654 -0.071  0.4303
H: -1.172 -1.985 -2.983  0.1643
H: -1.567 -2.951 -4.422  0.3305
H: 5.909 7.464 -2.103  0.2357
H: 3.124 -1.853 -1.861  0.3438
H: 1.752 -1.915 -0.635  0.1193
H: -1.829 -0.164 2.978  0.2928
H: 0.051 -3.852 4.240  0.2114
H: 2.291 -5.258 -2.085  0.3627
H: -1.099 -2.355 0.976  -0.3098
H: -6.379 -1.126 -5.188  0.4114
H: -0.199 -0.685 2.335  0.1841
H: 0.652 4.906 2.416  0.5128
H: -1.864 -2.276 4.689  0.1555
H: -3.534 3.230 6.378  0.3280
H: 8.106 -0.826 1.663  0.3950
H: 4.452 3.879 -0.276  0.3449
H: 0.026 -4.341 2.142  -0.7267
H: 6.176 -1.858 -2.794  0.2849
H: -2.954 -5.350 2.526  0.3856
H: -6.233 -2.536 -6.263  0.3300
H: 6.852 0.170 0.913  0.2608
H: 1.858 -1.294 3.624  0.3526
H: 0.114 8.686 2.608  0.3587
H: -1.188 2.379 10.247  0.3284
H: -9.700 0.493 -8.132  0.3646
H: 6.485 5.884 -2.661  0.2972
H: 7.725 5.142 -0.340  0.2602
H: -1.711 5.776 1.633  0.2779
H: -2.568 -1.278 1.111  0.3945
H: -2.915 -0.474 -7.822  0.3152
H: -1.976 -4.495 3.813  0.2267

Summary:
Highest occupied orbital energy ... -0.3275 Eh
Largest force on an atom ... 5.1 eV/Å
Total charge ... 0
E_LUMO ... 0.26 eV

---

2.
Formula: C39H91N13O13
Source: OMol25
Level of theory: the ωB97M-V functional and the def2-TZVPD basis

Each line ends with the Mulliken charge.
Positions of all 156 atoms, in Å:
O: -2.351 -4.705 2.285  -0.7179
O: -1.941 -0.243 5.067  -0.6581
O: -1.856 -1.548 -6.740  -0.7103
O: 2.296 -5.784 -0.902  -0.7050
O: 1.687 -0.564 -3.254  -0.2449
O: 6.336 0.704 4.933  -0.6460
O: 0.140 6.756 -1.680  -0.7049
O: -4.277 1.740 -4.627  -0.7253
O: -0.345 2.494 0.189  -0.4185
O: 2.806 -1.402 1.200  -0.4841
O: 2.742 2.531 4.769  -0.4904
O: -3.770 5.323 -1.219  -0.7957
O: -3.076 -2.248 -1.171  -0.4737
N: -2.527 6.161 0.455  -0.0570
N: 0.431 -5.592 -2.162  -0.0519
N: 2.373 -0.043 -5.341  -0.1012
N: 7.268 -0.101 3.020  -0.1960
N: -3.853 -3.011 2.465  -0.0646
N: 3.258 -3.244 -0.085  -0.0066
N: 0.083 5.454 0.160  0.1717
N: -4.772 -2.521 -2.644  -0.1543
N: -4.557 2.821 -2.630  0.1898
N: 2.525 2.350 7.017  -0.1740
N: 0.773 0.547 -0.138  1.2325
N: -0.555 -2.178 -5.011  0.6325
N: 0.092 -1.182 4.796  0.0662
C: 1.887 -7.499 -2.506  -1.2644
C: 0.865 4.482 -1.917  -0.3782
C: 1.734 2.241 1.299  -1.0076
C: 2.187 2.858 5.803  0.6104
C: 2.754 -1.391 -5.706  -0.7104
C: -1.623 -2.535 1.631  0.6580
C: -2.867 7.549 0.229  -1.3442
C: 1.688 1.734 -3.801  -0.6124
C: 1.906 0.283 -4.117  0.1485
C: -3.934 -2.961 -1.686  0.6735
C: -3.844 2.366 -3.676  0.4487
C: 0.389 5.695 -1.143  0.3719
C: 8.421 -0.732 3.608  -0.8957
C: -0.598 6.439 0.997  -0.8178
C: -1.384 -1.299 -5.655  0.2384
C: -0.240 -3.447 -5.623  -1.3891
C: 2.863 -2.624 1.047  0.6470
C: -1.512 0.035 -4.959  -0.0139
C: 0.558 -0.190 3.839  -0.8896
C: -2.628 -3.522 2.182  0.3564
C: -5.948 2.544 -2.479  -1.0509
C: 0.128 -4.207 -1.812  1.3790
C: 5.072 0.900 2.909  -0.3957
C: -0.304 -0.208 -0.729  -0.4681
C: 3.189 1.091 7.163  -0.7229
C: 1.161 3.976 5.795  -1.0984
C: 3.382 -2.441 -1.297  -0.8150
C: 0.615 1.765 0.410  0.5091
C: 6.262 0.482 3.736  0.4837
C: 2.616 -3.549 2.231  -1.1936
C: -1.511 -2.235 6.324  -1.0969
C: -2.355 2.711 -3.641  -0.3465
C: -3.015 5.127 -0.284  0.8120
C: 1.558 -6.247 -1.755  0.5922
C: -1.151 -1.136 5.335  0.6812
C: -2.632 3.756 0.189  -0.3038
C: -4.967 -3.780 2.960  -1.0247
C: -4.679 -1.203 -3.279  -0.6336
C: -4.096 -4.408 -1.274  -0.8739
H: 2.399 -7.248 -3.439  0.2689
H: -2.419 7.952 -0.673  0.3384
H: 4.214 1.141 7.536  0.2847
H: 2.545 1.531 1.454  -0.0047
H: 7.251 -0.078 2.017  0.2480
H: -2.188 3.158 -0.607  -0.0798
H: 2.913 -4.193 -0.208  0.4920
H: 3.288 0.630 6.178  0.1298
H: 1.843 -4.292 2.040  0.3869
H: 5.282 1.167 1.868  0.4464
H: -0.243 -1.283 -0.587  -0.5913
H: 0.041 3.794 -2.075  -0.1486
H: -0.075 -0.115 2.945  0.1379
H: -0.340 -6.165 -2.460  0.3138
H: -0.987 -4.218 -5.421  0.2796
H: -1.999 -1.553 1.348  0.3551
H: 2.135 3.173 0.893  0.4191
H: -6.412 3.337 -1.895  0.3865
H: -3.514 3.233 0.563  0.4176
H: 8.295 -1.819 3.569  0.2847
H: -0.015 -3.578 -2.687  -0.5486
H: -1.913 3.789 1.010  0.0093
H: -5.200 -3.472 3.979  0.3236
H: -1.838 1.862 -3.193  -0.3237
H: -1.270 -3.003 0.718  -0.7721
H: -5.533 -0.553 -3.098  0.2822
H: 3.432 -1.274 -6.548  0.3996
H: -1.768 -1.750 7.264  0.3476
H: 1.483 2.304 -4.716  0.5922
H: 1.448 -0.620 3.375  0.2540
H: -0.398 6.198 2.037  0.4428
H: -5.586 -3.049 -2.908  0.2301
H: 0.867 1.894 -3.112  -0.4309
H: -6.156 1.558 -2.051  0.2193
H: -0.240 7.433 0.740  0.5069
H: -2.191 3.566 -2.981  0.3595
H: -1.302 -0.010 -3.894  -0.3341
H: -0.872 -2.381 2.408  -0.0252
H: -4.212 3.650 -2.159  0.0969
H: 4.688 1.864 3.263  0.1240
H: -4.731 -4.934 -1.989  0.3793
H: 0.663 -3.817 -5.126  0.4427
H: 0.662 0.823 4.220  0.2553
H: -2.114 5.929 1.340  0.2754
H: 2.572 0.702 -5.984  0.2634
H: 4.214 0.236 2.995  -0.0574
H: -1.270 0.224 -0.471  0.4836
H: 0.263 3.624 5.287  0.2451
H: -2.483 0.479 -5.149  0.3357
H: 2.319 -2.930 3.071  0.1394
H: -4.549 -4.489 -0.289  0.1273
H: 1.738 4.066 -1.412  0.3125
H: -0.065 -3.338 -6.689  0.3807
H: -3.996 -2.072 2.138  0.2308
H: -0.313 -0.120 -1.827  -0.0590
H: -4.713 -4.835 2.974  0.3491
H: 4.436 -2.221 -1.471  0.3068
H: -1.673 6.417 0.799  -0.3405
H: -2.035 2.920 -4.656  0.5207
H: 1.137 4.822 -2.917  0.4205
H: -0.825 -4.220 -1.271  -0.2551
H: 3.575 -4.023 2.445  0.4201
H: 2.614 2.168 -3.419  0.4741
H: -5.811 -3.628 2.288  0.3338
H: -2.550 8.146 1.087  0.4661
H: 8.448 -0.532 4.679  0.3023
H: -3.107 -4.854 -1.282  0.1284
H: 1.029 -8.147 -2.653  0.3864
H: -2.405 -2.723 5.937  0.2150
H: -0.735 -2.984 6.467  0.3287
H: 0.816 -1.775 5.160  0.2838
H: 1.638 0.052 0.031  -0.3932
H: -0.043 -1.927 -4.180  -0.3321
H: 2.695 -8.017 -1.985  0.3630
H: 1.896 -1.995 -5.988  0.1091
H: -0.733 0.586 -5.499  0.3511
H: 1.571 4.779 5.183  0.2588
H: -3.951 7.702 0.265  0.3710
H: 0.820 -3.812 -1.075  -0.7171
H: -4.739 -1.403 -4.354  0.3592
H: 2.628 0.395 7.790  0.3173
H: 3.274 -1.887 -4.888  0.2158
H: 2.954 -2.933 -2.165  0.3437
H: 2.858 -1.508 -1.118  0.0137
H: -3.712 -0.774 -3.058  -0.0259
H: 1.320 2.508 2.272  0.2031
H: 0.900 4.382 6.772  0.4523
H: 2.022 2.731 7.799  0.2181
H: -6.530 2.518 -3.411  0.3361
H: 0.342 4.581 0.587  0.0602
H: 9.349 -0.404 3.152  0.3076

Summary:
Highest occupied orbital energy ... -0.2534 Eh
Largest force on an atom ... 18.4 eV/Å
Total charge ... 0
E_LUMO ... 0.32 eV
ΔE to the lowest compared entry with this formula, charge and spin ... 208.6 kcal/mol

---

3.
Formula: C39H92BO19
Source: OMol25
Level of theory: the ωB97M-V functional and the def2-TZVPD basis

Each line ends with the Mulliken spin population.
Positions of all 151 atoms, in Å:
O: 3.526 15.225 -12.599  0.0000
O: 8.456 15.147 -7.953  -0.0019
O: 6.917 10.079 -11.300  0.0001
O: 10.116 13.412 -5.466  0.1881
O: 6.871 16.856 -2.717  -0.0009
O: 9.645 8.769 -7.359  0.0003
O: 11.177 17.231 -9.840  0.0008
O: 7.532 13.116 -8.953  0.0181
O: 8.119 13.244 -6.691  0.0362
O: 13.775 13.216 -8.030  0.0006
O: 6.682 11.487 -1.960  -0.0006
O: 6.155 14.459 -7.566  -0.0012
O: 10.309 15.897 -7.040  0.1615
O: 1.410 14.889 -7.597  0.0001
O: 3.248 13.745 -5.917  -0.0001
O: 6.514 20.181 -7.886  -0.0004
O: 4.259 14.116 -8.658  -0.0009
O: 5.611 15.525 -14.805  0.0000
O: 6.002 12.796 -10.501  -0.0008
C: 8.029 11.604 -1.499  0.0012
C: 13.571 13.088 -10.220  -0.0012
C: 7.266 19.123 -7.241  0.0000
C: 11.305 16.346 -11.001  0.0041
C: 5.289 15.892 -16.114  0.0000
C: 13.765 12.870 -5.551  -0.0031
C: 8.934 17.053 -4.000  0.0490
C: 10.967 10.785 -7.559  -0.0231
C: -0.005 14.629 -7.602  0.0000
C: 4.900 12.865 -4.454  0.0087
C: 2.087 14.246 -14.127  -0.0001
C: 2.938 12.933 -12.083  0.0001
C: 9.317 13.757 -6.349  0.3671
C: 4.006 14.063 -4.667  0.0003
C: 3.050 14.221 -3.514  0.0002
C: 8.778 12.333 -2.530  -0.0016
C: 6.874 14.956 -14.623  0.0000
C: 6.357 13.236 -9.467  -0.0033
C: -0.568 14.209 -8.963  0.0000
C: 9.432 15.046 -7.121  0.2072
C: 6.894 21.448 -7.360  0.0003
C: 11.432 17.100 -12.290  0.0007
C: 6.180 16.950 -16.672  0.0000
C: 10.079 15.478 -11.037  -0.0161
C: 5.450 13.976 -8.491  -0.0080
C: 8.084 16.167 -3.130  -0.0072
C: 7.191 14.451 -13.227  0.0002
C: 5.976 15.870 -2.197  -0.0011
C: 5.791 10.933 -1.054  0.0002
C: 8.298 10.417 -11.387  0.0009
C: 9.323 9.393 -10.861  0.0005
C: 13.276 13.966 -9.087  -0.0368
C: 2.526 14.256 -12.676  0.0000
C: 6.163 22.470 -8.138  0.0000
C: 13.560 13.850 -6.767  0.0028
C: 8.540 18.854 -8.080  0.0013
C: 4.640 10.359 -1.939  0.0000
C: 9.661 10.145 -7.164  -0.0008
C: 4.817 16.472 -1.416  0.0001
B: 7.531 14.013 -7.781  -0.0382
H: -1.626 14.470 -8.963  0.0000
H: -0.064 13.841 -6.851  0.0000
H: 7.704 15.647 -14.772  0.0000
H: 5.184 15.097 -16.854  0.0000
H: 3.593 12.440 -12.801  0.0000
H: 8.548 10.543 -12.441  0.0001
H: 7.754 15.323 -3.736  -0.0022
H: 12.624 14.408 -6.776  -0.0003
H: 5.080 22.383 -8.061  0.0000
H: 8.496 10.670 -1.187  0.0004
H: 5.580 13.055 -3.623  -0.0022
H: 5.521 11.772 -0.414  0.0001
H: 7.194 15.313 -12.559  0.0000
H: 3.987 15.193 -13.440  0.0000
H: 9.803 16.416 -4.164  -0.0034
H: 4.204 9.489 -1.447  0.0000
H: 10.311 9.622 -11.260  0.0000
H: 6.592 18.266 -7.261  -0.0006
H: 13.028 12.069 -5.610  0.0022
H: 2.366 13.393 -3.327  -0.0001
H: 4.911 9.872 -2.876  0.0000
H: 10.028 14.797 -11.886  0.0004
H: 5.441 12.647 -5.375  -0.0055
H: 5.575 15.314 -3.045  0.0011
H: 4.207 12.047 -4.256  0.0001
H: 8.827 10.542 -7.744  0.0013
H: -0.515 13.124 -9.057  0.0000
H: 1.863 14.269 -7.020  0.0001
H: 7.515 19.316 -6.198  0.0011
H: 3.811 13.727 -6.695  0.0000
H: 8.631 15.805 -2.259  -0.0014
H: 9.141 8.372 -11.197  0.0000
H: 14.283 14.651 -6.615  -0.0003
H: 8.479 18.730 -9.162  0.0002
H: 8.388 17.327 -4.903  -0.0131
H: 9.972 14.823 -10.173  0.0381
H: 7.981 12.152 -0.558  -0.0002
H: 6.428 15.179 -1.485  0.0003
H: 9.169 17.991 -3.497  -0.0017
H: 6.386 13.753 -12.999  0.0000
H: 5.898 17.016 -17.722  0.0000
H: 14.738 12.409 -5.375  0.0000
H: 11.042 11.871 -7.506  0.0443
H: 6.292 10.142 -0.496  -0.0001
H: 13.488 13.540 -4.738  0.0007
H: 9.193 19.705 -7.887  -0.0007
H: 4.523 15.828 -0.587  0.0000
H: 8.725 8.648 -7.605  0.0002
H: 1.738 14.759 -12.116  0.0000
H: 4.313 16.370 -16.034  0.0000
H: 8.144 13.935 -13.340  0.0002
H: 3.487 14.498 -2.555  0.0000
H: 10.695 17.900 -12.362  0.0000
H: 9.014 17.926 -7.762  0.0004
H: 2.428 15.072 -3.792  0.0000
H: 13.188 12.078 -10.071  0.0003
H: 11.280 10.552 -8.577  0.0011
H: 4.444 15.044 -4.851  0.0001
H: 11.272 16.444 -13.145  -0.0002
H: 12.211 14.196 -9.062  0.0448
H: 6.030 17.965 -16.304  0.0000
H: 2.085 12.265 -11.966  0.0000
H: 8.500 12.109 -3.560  -0.0007
H: 1.060 13.958 -14.353  0.0000
H: 12.207 15.745 -10.890  -0.0012
H: 6.314 22.474 -9.218  0.0000
H: 8.449 11.413 -10.971  -0.0007
H: -0.438 15.482 -7.080  0.0000
H: 2.754 13.573 -14.666  0.0000
H: 7.924 21.604 -7.680  0.0001
H: 14.655 13.036 -10.316  0.0001
H: 3.397 12.968 -11.095  -0.0001
H: 9.432 10.264 -6.105  -0.0014
H: 13.774 14.928 -9.208  -0.0007
H: 10.706 16.767 -9.143  -0.0074
H: 9.795 12.062 -2.245  -0.0016
H: 6.400 10.836 -11.016  0.0002
H: 6.905 14.099 -15.296  0.0000
H: 2.151 15.238 -14.574  0.0000
H: 13.386 13.576 -11.177  -0.0002
H: 0.064 14.496 -9.804  0.0000
H: 3.865 11.103 -2.123  0.0000
H: 9.466 9.384 -9.780  -0.0001
H: 6.241 23.490 -7.762  0.0000
H: 4.064 16.880 -2.090  0.0000
H: 7.227 16.742 -16.453  0.0000
H: 9.168 16.065 -11.159  -0.0010
H: 12.438 17.508 -12.389  0.0001
H: 8.774 13.419 -2.436  0.0050
H: 5.211 17.329 -0.870  0.0000
H: 11.662 10.420 -6.803  0.0006
H: 6.811 21.651 -6.292  0.0001

Summary:
2S+1 ... 2
Highest occupied orbital energy (alpha / beta) ... 0.0420 / -0.1038 Eh
Largest force on an atom ... 5.0 eV/Å
Total charge ... -2
E_LUMO (alpha / beta) ... 3.75 / 3.75 eV